Record 1
Computed, not measured: a structure of composition C22H31BrCl2N3O3Pb at a distorted geometry, with wB97M-V/def2-TZVPD.

Results
- electronic energy (eV) = -134267.258
- total charge = -1
- highest occupied orbital energy (eV) = -3.111
- gap between HOMO and LUMO (eV) = 5.2635

Last column: natural (NBO) charge in e.
Element x y z (Å)
O: 2.4479 1.2204 -1.6852  -0.94
C: 1.4716 1.7406 -2.3882  0.07
C: 1.3340 3.2520 -2.1523  0.01
C: 0.7460 3.7199 -0.9779  -0.24
H: 0.3516 3.0118 -0.2402  0.23
C: 0.5863 5.0983 -0.7812  -0.17
H: 0.1216 5.4464 0.1433  0.20
C: 0.9952 5.9939 -1.7768  -0.28
H: 0.8438 7.0657 -1.6411  0.19
C: 1.5869 5.5148 -2.9541  -0.23
H: 1.8855 6.2007 -3.7504  0.19
C: 1.7908 4.1401 -3.1230  -0.22
H: 2.2770 3.7212 -4.0099  0.20
H: 1.9956 1.5851 -3.3448  0.14
C: 0.1658 -0.4045 -3.0616  -0.68
C: 0.0796 0.9867 -2.5239  0.03
H: -0.1329 -0.4207 -4.1218  0.21
H: -0.5041 -1.1075 -2.5429  0.21
H: 1.1884 -0.7813 -2.9748  0.23
C: -1.1001 1.6383 -2.4169  -0.29
C: -2.3703 1.2499 -3.1105  -0.66
H: -1.1765 2.5365 -1.8087  0.22
H: -2.5656 1.9050 -3.9744  0.21
H: -3.2383 1.3302 -2.4414  0.23
H: -2.3287 0.2196 -3.4896  0.21
Pb: -1.5967 -0.1267 0.0175  1.40
Cl: -1.8961 2.1155 1.2899  -0.77
Cl: -4.1443 -0.6097 -0.3811  -0.79
C: -3.1410 -1.0116 2.5033  0.55
O: -1.9452 -1.2479 2.1766  -0.73
N: -3.9865 -1.9524 2.9052  -0.41
C: -3.5284 -3.3048 3.2079  -0.42
C: -5.4191 -1.7061 2.9404  -0.40
H: -3.5525 0.0043 2.4057  0.19
H: -2.4712 -3.3993 2.9479  0.25
H: -4.1366 -4.0220 2.6436  0.20
H: -3.6687 -3.5066 4.2767  0.19
H: -5.6275 -0.7585 2.4349  0.24
H: -5.7652 -1.6590 3.9806  0.18
H: -5.9421 -2.5227 2.4284  0.20
H: 1.9252 -5.1625 -0.3456  0.19
H: 4.1775 -3.7517 -0.0917  0.18
C: 1.7341 -4.4554 -1.1615  -0.42
C: 3.7560 -3.0630 -0.8355  -0.40
N: 2.3068 -3.1537 -0.8622  -0.42
H: 0.6594 -4.3576 -1.3102  0.24
C: 1.5224 -2.1170 -0.5150  0.53
O: 0.2831 -2.2115 -0.3826  -0.69
H: 4.0426 -2.0380 -0.5850  0.24
H: 2.0555 -1.1560 -0.3746  0.20
H: 2.2094 -4.8552 -2.0628  0.19
H: 4.1748 -3.3285 -1.8141  0.19
Br: 2.3074 -2.7352 4.9243  0.03
C: 2.0287 -1.1913 3.8504  -0.13
C: 2.6827 0.0101 4.1462  -0.21
C: 2.4558 1.1192 3.3298  -0.25
C: 1.5927 0.9626 2.2315  0.07
N: 1.0061 -0.1911 1.9392  -0.41
C: 1.1705 -1.2476 2.7322  0.02
H: 3.3476 0.0472 5.0014  0.22
H: 2.9203 2.0879 3.5013  0.23
H: 1.3707 1.7966 1.5624  0.23
H: 0.6405 -2.1639 2.4928  0.22

Atomic forces in eV per Å
1.0485 -1.5625 3.3491
0.1379 -0.0061 -0.7890
-0.4895 -0.7080 -0.1515
-0.0065 0.6999 0.0209
0.2544 0.2769 -0.2462
0.1584 -0.4542 -0.1512
0.0857 0.0396 -0.2915
0.0490 -0.0833 -0.1419
0.0326 -0.2329 -0.0405
0.0877 -0.1901 0.1928
-0.0376 -0.0704 0.3015
-0.2903 0.3127 0.2949
-0.2310 0.2632 0.2044
-1.5135 0.6186 -1.8696
-0.1211 -0.2595 -0.5838
0.3128 1.4117 -0.0564
0.1885 -0.0800 0.1416
0.1831 0.1794 -0.1026
-0.0428 0.0984 0.0039
0.2785 -0.1610 0.0527
-0.4510 -0.5816 0.2260
0.2552 0.2359 -0.5784
0.1651 -0.0419 0.2318
0.0725 -0.0548 -0.2043
-0.1176 0.2102 0.0824
0.9051 0.1507 -0.2309
-0.1161 0.1102 0.1806
-0.5028 -0.1231 0.0037
1.3494 -0.2174 -0.9199
-1.4614 0.2251 0.9514
-0.0790 -0.3636 0.2535
-0.1804 0.1732 -0.1083
0.1725 0.1902 0.3448
0.0071 -0.2337 0.0400
-0.2756 0.0356 0.0021
0.2360 0.0722 0.0188
0.0553 0.0079 -0.1153
-0.0322 -0.2503 0.0539
-0.0930 -0.0214 -0.1450
0.1162 0.2487 -0.0028
-0.0625 0.0592 -0.0119
-0.1002 0.1123 -0.0310
0.1633 0.0759 0.0675
-0.1253 0.1476 -0.0850
0.0968 -0.2961 -0.0196
0.1380 0.0504 0.0264
-1.4791 0.2447 0.2539
1.7218 -0.1793 -0.1892
-0.0013 -0.1523 -0.0925
-0.1574 -0.1885 -0.0903
-0.1031 0.0511 0.0155
-0.0607 0.1086 0.1169
-0.0581 0.1405 -0.0869
-0.3750 0.6845 -0.8208
-0.2032 -0.2043 -0.1901
-0.4259 -0.4467 -0.3391
0.4207 0.1906 0.3157
-0.4955 -0.1977 0.1219
0.9069 0.2485 0.7749
-0.0202 0.1095 -0.0643
-0.0355 -0.2905 0.0994
0.1598 -0.2549 0.1343
-0.0141 0.1221 -0.1276

***

Record 2
Computed, not measured: a structure of composition C22H31CsFN5O6S, with wB97M-V/def2-TZVPD.

Results
- electronic energy (eV) = -57154.661
- total charge = -2
- energy above the lowest of the compared OMol25 structures with the same formula, charge and spin (kJ/mol) = 13.5
- highest occupied orbital energy (eV) = -1.844
- gap between HOMO and LUMO (eV) = 5.8591

Last column: natural (NBO) charge in e.
Element x y z (Å)
Cs: 0.4398 1.6786 -1.1101  0.93
S: 2.4274 1.9541 4.5516  0.22
C: 3.5250 0.8977 3.7757  -0.45
C: 3.1331 0.6090 2.5008  -0.31
C: 1.9022 1.2169 2.0524  -0.33
C: 1.4133 1.9748 3.0760  -0.34
C: 0.1933 2.7960 3.1154  0.20
C: -0.0896 3.6589 4.1876  -0.28
C: -1.2527 4.4021 4.1790  -0.18
C: -2.1249 4.2875 3.1065  -0.31
C: -1.7748 3.4168 2.0828  0.05
N: -0.6590 2.6936 2.0829  -0.45
H: 4.4029 0.5472 4.3024  0.20
H: 3.7381 -0.0487 1.8820  0.18
H: 0.6083 3.7421 5.0101  0.21
H: -1.4757 5.0693 5.0053  0.19
H: -3.0496 4.8477 3.0578  0.20
H: -2.4266 3.2668 1.2271  0.24
C: -0.4658 -1.2019 1.0064  -0.44
N: -1.8603 -0.8059 0.9222  -0.45
C: -2.3871 -0.4837 2.2324  -0.42
C: -2.6992 -1.7763 0.2434  -0.22
C: -2.1548 -2.2261 -1.1091  -0.23
N: -1.7855 -1.1449 -2.0004  -0.44
C: -0.9858 -1.6472 -3.1027  -0.41
C: -2.9439 -0.4256 -2.5007  -0.44
H: -0.3257 -2.1545 1.5519  0.15
H: 0.1126 -0.4193 1.5048  0.26
H: -0.0647 -1.3217 -0.0009  0.19
H: -2.3888 -1.3625 2.9053  0.14
H: -3.4116 -0.1164 2.1400  0.20
H: -1.7799 0.3028 2.6815  0.23
H: -3.6929 -1.3330 0.1311  0.20
H: -2.8230 -2.6921 0.8587  0.15
H: -2.9138 -2.8872 -1.5767  0.15
H: -1.2700 -2.8456 -0.9453  0.20
H: -1.5553 -2.3758 -3.7135  0.14
H: -0.0803 -2.1261 -2.7295  0.21
H: -0.6718 -0.8218 -3.7396  0.21
H: -3.5664 -1.0792 -3.1455  0.13
H: -2.6185 0.4460 -3.0690  0.23
H: -3.5498 -0.0415 -1.6842  0.23
C: -2.6677 3.7613 -2.5990  -0.20
O: -2.0323 2.8433 -1.8144  -0.99
H: -3.7383 3.5220 -2.7987  0.10
H: -2.2086 3.8778 -3.6063  0.10
H: -2.6833 4.7891 -2.1685  0.10
F: 1.2996 -4.3203 -0.2696  -0.31
C: 2.4156 -3.8555 -0.8607  0.19
C: 2.7250 -2.5520 -0.8330  0.06
N: 3.8735 -2.0467 -1.3813  -0.40
C: 4.0142 -0.5900 -1.4469  -0.35
C: 2.9235 0.0773 -2.3247  0.75
O: 2.1035 -0.6755 -2.8886  -0.77
O: 2.9704 1.3223 -2.3078  -0.78
C: 4.7351 -2.8525 -2.0792  0.79
O: 5.7548 -2.4739 -2.6258  -0.65
N: 4.3848 -4.1956 -2.0798  -0.63
C: 3.2643 -4.8107 -1.5339  0.60
O: 3.1010 -6.0150 -1.6193  -0.62
H: 2.0850 -1.8375 -0.3352  0.25
H: 4.9981 -0.3681 -1.8466  0.24
H: 3.9424 -0.1789 -0.4392  0.23
H: 5.0218 -4.7980 -2.5775  0.42
O: -3.5017 1.6960 -0.0267  -1.05
H: -2.9668 2.1775 -0.7566  0.51
H: -2.8621 1.0325 0.2734  0.47

Atomic forces in eV per Å
-0.5752 -0.0161 0.4539
-0.0039 -0.0311 -0.0212
0.0577 -0.0170 0.0101
-0.0750 0.0724 0.0989
0.1197 -0.1261 -0.1650
-0.0597 0.1118 0.0995
0.0428 -0.0605 -0.0493
0.0008 -0.0068 -0.0107
0.0066 0.0089 0.0226
0.0084 -0.0115 -0.0061
-0.0439 0.0546 -0.0124
0.0961 -0.0727 -0.0512
-0.0037 -0.0032 -0.0125
0.0072 -0.0096 -0.0060
-0.0056 0.0120 0.0152
0.0030 0.0008 0.0004
0.0012 -0.0040 -0.0072
0.0107 0.0108 0.0163
-0.0260 0.0584 0.0044
0.0270 0.0166 -0.0344
-0.0098 -0.0151 0.0234
0.0315 0.0006 0.0205
-0.0153 0.0257 0.0186
0.0303 -0.0327 -0.0372
-0.0459 -0.0264 0.0818
0.0093 -0.0011 -0.0066
-0.0453 -0.0012 -0.0082
-0.0158 -0.0156 -0.0122
0.0142 -0.0090 -0.0096
0.0008 0.0037 0.0008
0.0004 0.0007 -0.0027
-0.0003 -0.0176 -0.0057
0.0062 0.0074 -0.0080
-0.0024 0.0120 -0.0116
0.0114 0.0045 0.0192
0.0037 -0.0081 -0.0214
0.0331 0.0128 -0.0300
0.0075 0.0166 -0.0228
0.0049 0.0022 -0.0148
0.0070 0.0169 0.0014
0.0062 -0.0075 -0.0044
-0.0006 0.0164 0.0466
-0.0923 0.0306 -0.0069
-0.0364 0.0901 -0.0945
0.0115 -0.0166 0.0054
0.0090 0.0000 0.0059
0.0030 -0.0025 -0.0066
0.0014 0.0098 -0.0294
0.0024 0.0131 -0.0603
-0.0067 -0.0406 0.0667
-0.0785 0.0215 -0.0671
0.0297 -0.0307 0.0037
0.0839 -0.0260 -0.0413
0.0112 0.0228 0.1321
0.4136 -0.0536 -0.2966
0.0880 0.0010 0.1293
-0.0402 -0.0061 -0.0483
-0.0400 -0.0040 -0.0767
0.0970 -0.0248 0.1533
-0.0410 0.0175 -0.0566
-0.0144 0.0501 0.0053
0.0062 0.0030 -0.0060
-0.0109 -0.0004 -0.0065
0.0029 0.0000 -0.0039
0.0337 -0.1014 -0.0115
-0.0344 0.0668 -0.0459
-0.0180 0.0076 -0.0062

***

Record 3
Computed, not measured: a cluster of 5 separate species, C22H31F12N2O9 in total at a distorted geometry, with wB97M-V/def2-TZVPD.

Results
- electronic energy (eV) = -77325.534
- total charge = +1
- highest occupied orbital energy (eV) = -12.736
- gap between HOMO and LUMO (eV) = 8.8332

Last column: Mulliken charge in e.
Element x y z (Å)
C: 1.4548 -2.7583 2.4180  -0.90
C: 0.7016 -3.2732 1.0943  -0.16
O: -0.7298 -3.4812 1.2415  -0.38
C: -1.4263 -2.2622 1.5664  -0.29
C: -3.0190 -2.5906 1.6577  -0.07
N: -3.7948 -1.6132 2.4298  0.01
C: -5.1633 -2.1388 2.4012  -0.37
C: -5.1399 -3.4531 1.5653  -0.19
N: -3.7625 -3.6955 1.0949  0.06
H: 2.5723 -2.5363 2.2773  0.36
H: 0.9902 -1.7791 2.8379  0.25
H: 1.3010 -3.5560 3.2312  0.26
H: 1.1510 -4.3178 0.8535  0.32
H: 0.9792 -2.6202 0.1714  0.13
H: -1.2214 -1.3855 0.8454  0.34
H: -1.1436 -1.9124 2.6391  0.30
H: -3.4699 -0.7517 2.8941  0.29
H: -6.0975 -1.6863 2.8852  0.38
H: -6.0083 -4.1546 1.3349  0.37
H: -3.3691 -4.4475 0.5106  0.28
C: -4.4819 -4.1584 5.2280  -0.79
C: -3.5535 -3.6999 6.3356  -0.30
O: -4.2946 -3.3897 7.5230  -0.35
C: -4.6477 -4.4457 8.2939  0.37
O: -4.3814 -5.5920 8.0327  -0.50
C: -5.3860 -3.9724 9.5425  0.86
F: -6.3268 -3.0418 9.2671  -0.24
F: -4.5463 -3.4118 10.4409  -0.24
F: -6.0202 -4.9724 10.1854  -0.23
H: -5.2640 -3.4149 5.0494  0.24
H: -3.9272 -4.3193 4.3000  0.19
H: -4.9851 -5.0905 5.4952  0.38
H: -3.0466 -2.7801 6.0321  0.28
H: -2.7765 -4.4405 6.5450  0.34
C: -3.1500 -2.2290 -2.6991  -1.03
C: -2.0246 -3.0505 -3.2976  -0.19
O: -1.1538 -2.2235 -4.0825  -0.30
C: -0.2313 -1.5137 -3.3959  0.29
O: -0.1136 -1.5374 -2.1939  -0.53
C: 0.6528 -0.7197 -4.3529  0.94
F: -0.0572 -0.0825 -5.3088  -0.25
F: 1.5344 -1.5124 -5.0007  -0.27
F: 1.3803 0.2280 -3.7278  -0.21
H: -3.6857 -1.6840 -3.4807  0.36
H: -3.8565 -2.8710 -2.1671  0.35
H: -2.7653 -1.4836 -1.9984  0.23
H: -2.4392 -3.8013 -3.9744  0.35
H: -1.4611 -3.5872 -2.5286  0.26
C: 2.0645 3.2928 -4.4860  -1.21
C: 1.9788 4.7971 -4.3220  -0.08
O: 0.8279 5.1572 -3.5399  -0.33
C: 0.9638 5.0467 -2.2003  0.37
O: 1.9682 4.6677 -1.6492  -0.51
C: -0.3102 5.5035 -1.4956  0.83
F: -1.4288 5.0011 -2.0662  -0.24
F: -0.4433 6.8481 -1.5164  -0.24
F: -0.3515 5.1365 -0.1970  -0.24
H: 1.1344 2.8982 -4.9050  0.28
H: 2.8926 3.0220 -5.1447  0.46
H: 2.2137 2.7988 -3.5229  0.31
H: 1.8537 5.2656 -5.3010  0.31
H: 2.8892 5.2088 -3.8838  0.32
C: 7.9997 4.4346 -1.5281  -1.07
C: 8.3387 5.4979 -2.5539  -0.20
O: 7.6587 5.2442 -3.7934  -0.32
C: 6.3679 5.6392 -3.8527  0.39
O: 5.7789 6.1711 -2.9440  -0.51
C: 5.7854 5.3536 -5.2334  0.87
F: 6.0926 4.1168 -5.6831  -0.26
F: 6.2434 6.2193 -6.1642  -0.26
F: 4.4373 5.4415 -5.2623  -0.24
H: 8.2123 3.4375 -1.9237  0.30
H: 8.5769 4.5832 -0.6128  0.37
H: 6.9374 4.4560 -1.2736  0.30
H: 9.4090 5.4692 -2.7713  0.31
H: 8.1124 6.5026 -2.1859  0.31

Atomic forces in eV per Å
-0.9889 0.2491 0.5731
2.4605 -0.4420 -0.5098
-0.1566 1.7610 0.1579
-0.7458 -0.5151 0.7452
0.6218 1.0816 0.2526
-1.8910 -5.9082 -3.2034
1.0727 -3.7504 -2.7672
0.9253 3.4497 1.8812
-1.1306 5.7719 4.1138
-1.7690 -0.5881 -0.0768
0.8083 -1.5517 -0.8283
0.4423 1.1884 -1.1582
-1.0734 1.7274 0.4179
-0.9211 -0.8231 1.5844
-0.4055 -1.4408 0.7815
-0.5326 -0.5030 -1.7422
-0.0160 -0.8576 -0.4967
1.9043 -0.6352 -0.8080
1.5549 1.2267 0.3731
-0.1755 0.6260 0.5773
-0.3065 -0.1591 0.1004
0.2468 -0.1352 -0.4843
-0.2836 -0.2929 0.7707
1.0328 -0.6199 -1.4879
-0.4921 1.0254 0.6112
-1.2670 0.5246 1.9864
0.5364 -0.4179 -0.3654
0.0318 -0.3207 -0.7540
0.6202 0.2703 -0.8215
0.1399 0.0190 0.0087
0.0305 0.0049 0.0680
0.1533 0.0311 -0.0391
-0.1638 0.0505 0.3318
-0.2371 -0.0078 0.1171
0.0680 0.3614 0.0660
-0.5106 -0.3796 0.2833
1.0088 0.6381 0.1853
-1.2510 -1.2290 0.8806
0.2426 0.3289 -0.9757
1.3911 1.4048 -1.5047
-0.0996 -0.4833 0.6769
-0.6060 -0.0865 0.5950
-0.6605 -0.7710 0.1767
-0.0118 -0.1814 0.0564
0.0217 -0.0123 -0.1071
0.0161 -0.1088 0.0011
0.2467 0.2419 -0.1520
0.1200 0.2371 -0.0887
-0.1636 -0.1978 0.2521
0.5402 -0.2767 -0.3855
-0.5411 0.2366 1.2740
1.7183 -0.4648 -1.3738
-1.2317 0.3778 0.0629
-1.6982 0.6489 0.9911
0.6785 -0.0227 -0.0170
0.4447 -0.5934 -0.2085
0.4694 -0.0372 -0.7434
0.1127 0.0923 -0.0972
-0.0748 0.0797 0.0320
0.1008 0.0984 -0.0735
-0.2747 0.0945 0.2673
-0.4466 -0.0850 0.2673
-0.3324 -0.1920 -0.0273
0.4334 0.0278 0.7259
-1.0903 0.2675 -0.7299
1.1575 0.3672 1.8442
0.0046 -0.4774 -1.2178
-0.6338 -0.4545 -1.9970
0.0146 0.4602 0.5841
0.0078 -0.1675 0.7759
1.0054 0.1479 0.3098
0.1337 0.1255 0.0342
-0.0141 0.0218 -0.1154
0.1079 0.1154 0.0358
-0.2317 -0.0461 -0.3121
-0.1977 -0.1455 -0.1604